(1)
{"formula": "C7H9N3O3S2", "method": "ωB97M-V/def2-TZVPD", "symbols": ["C", "S", "O", "C", "C", "N", "C", "N", "C", "C", "S", "C", "N", "O", "O", "H", "H", "H", "H", "H", "H", "H", "H", "H"], "xyz": [[2.51678, 0.18371, -0.91419], [2.16583, -1.00713, 0.12156], [3.19562, -2.00540, 0.22677], [0.59718, -1.73798, -0.30259], [-0.38744, -1.31195, 0.81942], [-0.51713, 0.05198, 0.76856], [-1.41480, 0.55173, -0.10106], [-2.45022, -0.09072, -0.53231], [-3.16704, 0.56858, -1.50280], [-2.68471, 1.86459, -1.71825], [-1.27211, 2.18193, -0.83045], [0.28019, 0.94232, 1.56009], [1.36192, 0.60603, 2.10649], [2.02035, 1.33092, 2.79667], [1.91174, -0.63168, 1.78573], [3.58982, 0.66861, -1.10300], [1.67827, 0.83242, -0.98601], [0.79220, -2.85017, -0.36827], [0.23089, -1.33928, -1.24586], [-1.34636, -1.85168, 0.66515], [-0.16349, -1.52821, 1.90112], [-3.91827, 0.11585, -2.07841], [-2.91493, 2.50740, -2.57479], [-0.10431, 1.94813, 1.50647]], "lowdin_charge": [-0.21, 0.78, -0.32, -0.17, -0.22, -0.12, -0.59, 0.05, -0.19, -0.43, 1.03, -0.04, -0.34, 0.05, -0.17, 0.10, -0.02, 0.14, 0.11, 0.14, 0.16, 0.09, 0.07, 0.13], "charge": 0, "smiles": "C=[S@]1(=O)CCN(c2nccs2)C=[N+]([O-])O1"}

(2)
{"formula": "C7H9N3O4", "method": "ωB97M-V/def2-TZVPD", "symbols": ["C", "N", "C", "C", "N", "C", "C", "C", "O", "C", "O", "N", "O", "O", "H", "H", "H", "H", "H", "H", "H", "H", "H"], "xyz": [[0.09372, 1.72420, -0.29732], [-0.04244, 0.34932, 0.13965], [-1.27716, -0.32303, -0.16440], [-1.00124, -1.84120, 0.23434], [0.44471, -1.87198, 0.08257], [0.84124, -0.66431, 0.03853], [2.68866, -0.48756, -0.23198], [3.24094, 0.85478, -0.16179], [4.08641, 1.19119, 1.09945], [4.70786, 1.17951, -0.02637], [5.69512, 1.39948, -0.59387], [3.39661, -1.50701, -0.10319], [4.60971, -1.46307, 0.02027], [2.85076, -2.74652, 0.09550], [-0.79600, 2.29498, -0.19794], [0.89275, 2.23186, 0.38683], [0.42066, 1.73250, -1.34113], [-1.38502, 0.04894, -1.21347], [-2.10836, -0.07833, 0.48755], [-1.23605, -2.06268, 1.27726], [-1.47116, -2.52860, -0.48681], [2.49471, 1.71431, -0.34561], [1.78018, -2.68544, -0.06331]], "lowdin_charge": [-0.05, -0.14, -0.13, -0.12, 0.02, -0.16, -0.02, -0.04, 0.15, -0.53, 0.19, -0.32, 0.07, 0.05, 0.08, 0.12, 0.10, 0.14, 0.11, 0.12, 0.12, 0.12, 0.11], "charge": 0, "smiles": "CN1CCN=C1/C([C@H]1OC1=O)=[N+](/[O-])O"}

(3)
{"formula": "C7H9N5O", "method": "ωB97M-V/def2-TZVPD", "symbols": ["C", "C", "C", "O", "C", "C", "C", "C", "N", "N", "N", "N", "N", "H", "H", "H", "H", "H", "H", "H", "H", "H"], "xyz": [[4.06493, -0.08007, -0.41881], [2.59684, -0.43952, -0.16376], [2.41012, -1.06284, 1.19430], [1.83276, 0.75117, -0.34391], [0.52355, 0.60857, -0.19660], [-0.16450, 1.80404, 0.04183], [-1.51583, 1.83573, 0.32646], [-2.10934, 0.52810, 0.18016], [-3.37702, 0.06092, 0.21271], [-3.25208, -1.20059, -0.06351], [-2.07588, -1.53245, -0.39540], [-1.34095, -0.45651, -0.28709], [-0.03631, -0.56409, -0.32367], [4.50570, 0.26110, 0.51927], [4.54502, -0.99983, -0.77805], [4.33556, 0.64076, -1.18425], [2.24862, -1.03343, -0.98639], [3.39425, -1.68248, 1.47526], [2.24125, -0.29283, 1.90591], [1.47012, -1.66518, 1.25990], [0.40312, 2.75290, 0.19717], [-2.06459, 2.69461, 0.55971]], "lowdin_charge": [-0.04, -0.43, -0.05, 0.00, -0.36, 0.03, 0.08, -0.28, 0.06, -0.06, 0.05, -0.12, 0.21, 0.08, 0.09, 0.08, 0.13, 0.14, 0.07, 0.08, 0.14, 0.10], "charge": 0, "smiles": "CC(C)Oc1ccc2nnnn2n1"}

(4)
{"formula": "C7H9NO", "method": "ωB97M-V/def2-TZVPD", "symbols": ["H", "N", "C", "C", "C", "C", "C", "C", "C", "O", "H", "H", "H", "H", "H", "H", "H", "H"], "xyz": [[0.08490, -2.09158, 2.01887], [-0.66988, -1.90303, 1.35475], [-0.33747, -1.18349, 0.38777], [0.80431, -0.34453, 0.02598], [0.89258, -0.09948, -1.32694], [1.27571, 0.55309, 1.07305], [2.15767, 1.53772, 0.89775], [-1.28392, -0.80854, -0.86450], [-2.26469, 0.28863, -0.53145], [-1.46071, -1.67014, -1.70233], [0.84482, -0.89730, -2.05286], [1.51615, 0.70697, -1.68029], [0.88329, 0.36166, 2.06719], [2.56471, 1.78190, -0.07267], [2.51760, 2.12111, 1.73027], [-2.92791, 0.46458, -1.37243], [-2.86048, -0.01884, 0.31930], [-1.73669, 1.20126, -0.27145]], "lowdin_charge": [0.07, 0.18, -0.30, -0.24, 0.09, -0.13, 0.04, -0.43, 0.00, 0.07, 0.09, 0.07, 0.10, 0.06, 0.06, 0.09, 0.09, 0.08], "charge": 0, "smiles": "[H]/N=C(\\C(=C)C=C)C(C)=O"}

(5)
{"formula": "C7H9NO", "method": "ωB97M-V/def2-TZVPD", "symbols": ["C", "C", "C", "C", "C", "O", "N", "C", "C", "H", "H", "H", "H", "H", "H", "H", "H", "H"], "xyz": [[1.21599, 1.86446, 0.58792], [0.32403, 0.75988, 0.30036], [-0.34015, 0.20765, -0.98010], [-1.82091, -0.01340, -0.87991], [-2.42681, -0.19847, 0.26869], [-1.68833, -0.39984, 1.39307], [-0.26047, -0.17215, 1.28407], [0.44143, -0.71473, 0.04326], [1.34773, -1.86781, -0.00138], [0.66577, 2.79086, 0.30484], [2.02155, 1.81949, -0.13269], [1.61958, 1.88213, 1.57789], [0.00261, 0.48945, -1.97271], [-2.25366, 0.16896, -1.93181], [-3.52300, -0.29803, 0.32582], [1.99484, -1.55498, -0.89817], [0.64464, -2.71359, -0.06309], [2.03517, -2.04988, 0.77396]], "lowdin_charge": [-0.02, -0.31, -0.08, -0.09, -0.16, -0.06, 0.09, -0.26, -0.02, 0.10, 0.08, 0.08, 0.13, 0.13, 0.13, 0.12, 0.09, 0.06], "charge": 0, "smiles": "C[C@]12[C@@H]3C=CON1[C@@]32C"}

(6)
{"formula": "C7H9NO", "method": "ωB97M-V/def2-TZVPD", "symbols": ["C", "C", "N", "C", "C", "C", "C", "C", "O", "H", "H", "H", "H", "H", "H", "H", "H", "H"], "xyz": [[-2.21078, 1.26302, -0.65448], [-1.15205, 0.61602, 0.33540], [-0.58412, 1.45115, 1.47808], [0.15880, 1.16302, 0.50495], [1.46923, 0.59921, 0.18205], [1.16294, -0.86852, -0.20922], [0.25219, -1.47194, 0.92200], [-1.13187, -1.03090, 0.53836], [-2.05871, -1.74147, 0.28281], [-2.72931, 2.15134, -0.10190], [-3.00172, 0.41526, -0.71894], [-1.62376, 1.39579, -1.62176], [1.85995, 1.08209, -0.62200], [2.18958, 0.77288, 0.97370], [0.64085, -1.04676, -1.22469], [2.06109, -1.34917, -0.23987], [0.39445, -1.02846, 1.99226], [0.42484, -2.61506, 0.81077]], "lowdin_charge": [-0.03, -0.33, 0.24, -0.29, -0.11, -0.14, -0.11, -0.35, 0.10, 0.10, 0.08, 0.09, 0.08, 0.13, 0.16, 0.07, 0.16, 0.15], "charge": 0, "smiles": "C[C@]12N=C1CCCC2=O"}

(7)
{"formula": "C7H9NO2", "method": "ωB97M-V/def2-TZVPD", "symbols": ["C", "C", "C", "C", "O", "N", "O", "C", "C", "C", "H", "H", "H", "H", "H", "H", "H", "H", "H"], "xyz": [[-1.17049, 1.94993, -0.49840], [-0.30040, 0.76074, -0.16158], [0.88786, 0.80400, 0.39081], [1.62406, -0.52278, 0.64717], [2.80940, -0.39348, -0.28951], [3.65061, 0.52922, 0.15441], [4.62926, 0.73533, -0.61017], [0.96503, -1.87940, 0.36351], [-0.41262, -1.69848, -0.27656], [-0.92592, -0.50167, -0.50391], [-0.57112, 2.74784, -1.03433], [-1.57666, 2.28343, 0.53002], [-2.03732, 1.54350, -0.95579], [1.48211, 1.51108, 0.76291], [2.18532, -0.45601, 1.61363], [0.89556, -2.40942, 1.28930], [1.61593, -2.48725, -0.30173], [-0.64693, -2.71497, -0.67417], [-1.92356, -0.40267, -0.97473]], "lowdin_charge": [-0.04, -0.29, 0.01, -0.21, -0.08, -0.07, -0.02, -0.11, -0.06, -0.07, 0.11, 0.12, 0.04, 0.07, 0.14, 0.11, 0.13, 0.12, 0.11], "charge": 0, "smiles": "CC1=C[C@H](ON=O)CC=C1"}

(8)
{"formula": "C7H9NO2", "method": "ωB97M-V/def2-TZVPD", "symbols": ["C", "C", "C", "C", "C", "C", "C", "H", "H", "H", "H", "H", "H", "H", "H", "H", "N", "O", "O"], "xyz": [[2.38470, -0.10347, -0.91998], [2.05416, 1.05832, -0.20590], [1.20660, 0.96349, 0.87354], [0.71249, -0.29990, 1.25419], [1.06174, -1.37809, 0.44021], [-1.64524, 0.02081, 0.11109], [-2.86615, -0.46776, -0.68166], [3.01294, -0.02760, -1.80564], [2.44412, 2.02358, -0.50682], [0.95869, 1.86803, 1.45685], [0.12172, -0.42720, 2.17273], [0.66423, -2.37975, 0.67474], [-0.17646, 1.16375, 0.08205], [-3.33936, -1.33091, -0.33341], [-3.70586, 0.35798, -0.96550], [-2.51411, -0.55222, -1.72016], [1.87564, -1.29776, -0.61685], [-1.00202, -0.48537, 0.96138], [-1.24784, 1.29408, -0.27087]], "lowdin_charge": [-0.17, -0.08, -0.14, -0.18, -0.13, -0.47, 0.03, 0.10, 0.11, 0.14, 0.14, 0.12, 0.13, 0.05, 0.15, 0.09, 0.07, 0.03, 0.02], "charge": 0}

(9)
{"formula": "C7H9NO2", "method": "ωB97M-V/def2-TZVPD", "symbols": ["C", "C", "N", "C", "O", "O", "C", "C", "C", "C", "H", "H", "H", "H", "H", "H", "H", "H", "H"], "xyz": [[-2.26619, 2.51329, 0.01713], [-2.32162, 1.17642, -0.00630], [-3.45467, 0.37882, 0.05997], [-3.18357, -1.05245, -0.11017], [-3.99633, -1.95325, -0.10469], [-1.87382, -1.22961, -0.19679], [-1.11313, -0.07210, -0.20219], [0.23898, 0.04009, -0.39085], [1.02146, -1.20710, -0.67758], [1.91580, -1.56394, 0.55050], [-3.04885, 3.12115, 0.22921], [-1.43734, 3.01436, -0.28020], [-4.34887, 0.70793, 0.46092], [0.73881, 0.95286, -0.64004], [0.23810, -1.94084, -0.81776], [1.73613, -0.89938, -1.39043], [2.28604, -0.63221, 0.98446], [2.75355, -2.10816, 0.14175], [1.50250, -2.14969, 1.27914]], "lowdin_charge": [0.05, -0.19, 0.12, -0.48, 0.12, 0.09, -0.08, -0.05, -0.21, -0.08, 0.02, 0.02, 0.17, 0.11, 0.11, 0.09, 0.08, 0.06, 0.04], "charge": 0, "smiles": "C=c1[nH]c(=O)o/c1=C\\CC"}

(10)
{"formula": "C7H9NO2Sn", "method": "ωB97M-V/def2-TZVPD", "symbols": ["Sn", "C", "H", "H", "H", "H", "H", "O", "C", "O", "C", "C", "C", "C", "C", "N", "H", "H", "H", "H"], "xyz": [[-2.60305, 0.38551, -0.41232], [-0.04297, -0.11991, -3.90196], [0.34057, 0.16016, -2.92125], [-0.63689, -0.96102, -3.75276], [-0.60277, 0.76617, -4.18580], [1.06860, -0.55894, -4.14979], [0.05147, 0.22722, -5.10200], [0.77334, 2.76749, 0.36312], [-0.16412, 1.93521, 0.41381], [-1.18122, 1.82985, -0.42987], [-0.10114, 0.82499, 1.41843], [0.94468, 0.60205, 2.38079], [1.08122, -0.59040, 3.20259], [0.25898, -1.62040, 2.74240], [-0.68315, -1.35450, 1.75665], [-1.08965, -0.12582, 1.30129], [1.69636, 1.39019, 2.56451], [1.73888, -0.74607, 4.14750], [0.33636, -2.60111, 3.18283], [-1.18551, -2.21068, 1.38183]], "lowdin_charge": [1.48, 0.09, 0.13, 0.07, 0.15, 0.25, 0.30, 0.13, -0.52, -0.35, -0.18, 0.07, 0.04, -0.03, -0.10, -0.08, 0.14, 0.17, 0.13, 0.11], "charge": 2}

Gap between HOMO and LUMO for the records above, in order: 8.45, 9.27, 9.45, 8.16, 9.15, 9.76, 9.33, 8.78, 9.48, 7.34 eV
Energy relative to the best compared isomer or geometry (same formula, charge and spin) for the records above, in order: 138.0, 171.7, 86.7, 84.0, 132.4, 86.5, 124.1, 97.2, 61.3, 0.0 kcal/mol